{
  "formula": "C31H55BrCaNP3",
  "method": "ωB97M-V/def2-TZVPD",
  "total_energy_ev": -150862.0939,
  "de_lowest_kcal_mol": 5.62,
  "orbital_gap_ev": [5.281, 5.175],
  "homo_ev": [-12.7, -12.6],
  "charge": 2,
  "elements": ["N", "C", "C", "C", "C", "C", "C", "Ca", "P", "C", "C", "C", "C", "C", "C", "C", "Br", "H", "H", "H", "H", "H", "H", "H", "H", "H", "H", "P", "C", "C", "H", "H", "H", "H", "H", "C", "C", "H", "H", "H", "H", "H", "C", "C", "H", "H", "H", "H", "H", "C", "C", "H", "H", "H", "H", "H", "C", "C", "H", "H", "H", "H", "H", "C", "C", "H", "H", "H", "H", "H", "C", "C", "P", "C", "C", "C", "C", "H", "H", "H", "H", "H", "H", "H", "H", "H", "H", "H", "H", "H", "H", "H"],
  "positions_angstrom": [[-5.027, 4.687, -3.113], [-4.395, 5.076, -2.010], [-3.058, 4.731, -1.741], [-2.365, 3.892, -2.644], [-3.060, 3.504, -3.812], [-4.377, 3.949, -4.011], [-0.948, 3.535, -2.410], [0.550, 2.711, -0.754], [3.913, 1.038, -1.033], [-0.296, 2.388, -2.920], [-0.742, 0.998, -2.795], [-0.155, 0.026, -3.641], [-0.400, -1.313, -3.455], [-1.116, -1.781, -2.313], [-1.861, -0.803, -1.595], [-1.664, 0.552, -1.817], [0.886, -2.277, -0.917], [-0.313, 4.406, -2.111], [0.569, 2.519, -3.598], [-2.581, 5.132, -0.846], [-2.575, 2.915, -4.589], [-4.975, 5.677, -1.302], [-4.918, 3.675, -4.922], [0.497, 0.372, -4.444], [-2.216, 1.287, -1.219], [0.078, -2.053, -4.101], [-2.511, -1.138, -0.782], [-1.517, -3.542, -2.011], [3.085, 2.645, -0.888], [4.030, 3.863, -0.821], [2.538, 2.592, 0.095], [2.427, 2.750, -1.796], [3.468, 4.771, -0.540], [4.813, 3.720, -0.065], [4.528, 4.058, -1.781], [3.132, 0.052, -2.384], [4.005, -1.125, -2.830], [2.984, 0.758, -3.213], [2.146, -0.310, -2.056], [3.694, -1.460, -3.829], [5.070, -0.873, -2.895], [3.889, -1.967, -2.135], [3.428, 0.090, 0.487], [4.567, -0.727, 1.109], [2.568, -0.538, 0.192], [3.090, 0.842, 1.212], [4.168, -1.505, 1.778], [5.219, -1.211, 0.368], [5.196, -0.064, 1.725], [-1.836, -3.720, -0.213], [-1.478, -5.108, 0.257], [-2.883, -3.465, -0.004], [-1.243, -2.990, 0.371], [-2.215, -5.861, -0.051], [-0.493, -5.407, -0.125], [-1.405, -5.108, 1.351], [-0.323, -4.626, -2.860], [-0.602, -4.850, -4.364], [-0.319, -5.606, -2.333], [0.695, -4.229, -2.704], [-1.362, -5.633, -4.521], [-0.960, -3.931, -4.851], [0.317, -5.169, -4.859], [-3.142, -3.909, -2.753], [-4.421, -3.519, -2.015], [-3.113, -4.990, -2.949], [-3.114, -3.384, -3.723], [-4.647, -2.450, -2.126], [-5.267, -4.058, -2.467], [-4.408, -3.782, -0.953], [-0.105, -0.390, 2.701], [-1.265, 0.509, 2.275], [-0.846, 2.173, 1.644], [-2.398, 3.160, 1.901], [-3.324, 2.770, 3.041], [0.266, 2.860, 2.954], [-0.213, 2.746, 4.399], [0.483, -0.745, 1.840], [-0.509, -1.282, 3.204], [0.571, 0.105, 3.415], [-1.819, 0.023, 1.457], [-1.972, 0.639, 3.104], [-2.075, 4.204, 2.018], [-2.936, 3.099, 0.945], [-2.805, 2.691, 4.000], [-4.098, 3.535, 3.162], [-3.839, 1.823, 2.852], [1.233, 2.343, 2.831], [0.420, 3.924, 2.704], [-0.496, 1.723, 4.674], [0.601, 3.049, 5.069], [-1.053, 3.416, 4.605]],
  "atomic_forces_ev_per_a": [[-0.2, 0.0, -0.1], [0.7, -0.2, 0.0], [-0.4, -0.1, -0.3], [-1.0, 0.1, 0.8], [0.1, 0.1, 0.2], [0.7, -0.2, 0.4], [0.3, -0.4, -1.9], [0.1, -0.9, 1.9], [2.5, -1.5, -0.1], [-2.0, 0.5, -1.4], [0.1, 0.7, -0.2], [-0.1, -0.4, 0.0], [0.2, -0.4, -0.2], [-0.8, 0.8, -0.7], [0.0, 0.1, 0.2], [0.0, -0.2, 0.2], [1.0, -0.1, 0.9], [-0.3, 0.0, -0.8], [0.4, 0.0, 1.1], [0.0, -0.2, -0.2], [-0.1, 0.1, 0.2], [0.3, -0.2, -0.3], [0.2, 0.1, 0.3], [-0.1, -0.3, 0.1], [0.1, -0.3, -0.2], [-0.1, 0.3, 0.1], [0.1, 0.3, -0.3], [-0.4, 0.8, 0.5], [-0.6, 0.8, 0.1], [0.0, 0.2, 0.1], [0.3, 0.3, -0.5], [0.5, 0.1, 0.4], [0.2, -0.2, -0.1], [-0.3, -0.1, -0.2], [-0.2, -0.2, 0.3], [-0.6, 0.7, 0.0], [0.0, -0.2, 0.0], [0.1, -0.1, 0.0], [0.2, 0.0, -0.3], [0.0, 0.0, 0.3], [-0.2, 0.1, 0.1], [0.1, 0.2, -0.2], [-0.5, 0.2, -0.3], [0.2, 0.0, 0.3], [0.3, 0.1, 0.4], [-0.1, -0.2, 0.1], [0.1, 0.2, -0.3], [-0.3, 0.1, 0.1], [-0.1, -0.3, -0.3], [0.4, 0.7, 0.4], [0.2, -0.8, 0.3], [0.3, -0.2, -0.3], [-0.1, -0.3, -0.7], [0.2, 0.1, 0.1], [-0.2, 0.0, 0.2], [-0.1, -0.2, -0.2], [0.6, -0.6, 0.2], [-0.6, 0.1, 0.1], [-0.2, 0.6, -0.2], [-0.6, 0.0, 0.0], [0.3, 0.4, 0.0], [0.2, -0.3, 0.0], [-0.1, 0.0, 0.1], [0.2, 0.1, -0.6], [-0.4, 0.1, -0.1], [-0.1, 0.2, 0.0], [-0.1, -0.4, 0.1], [0.2, -0.2, 0.2], [0.3, 0.2, 0.1], [-0.1, 0.0, -0.3], [0.3, -0.2, 0.0], [-0.4, -0.4, -0.2], [-0.1, 0.4, 1.3], [0.1, -0.1, -0.7], [-0.3, -0.1, 0.4], [0.2, 0.0, -0.3], [0.2, 0.1, 0.4], [-0.1, 0.2, 0.2], [0.1, 0.3, -0.2], [-0.2, -0.2, -0.2], [0.0, 0.0, 0.2], [0.2, 0.0, -0.2], [0.0, -0.1, -0.1], [0.0, 0.2, 0.2], [-0.2, 0.0, -0.2], [0.1, -0.1, -0.1], [0.1, 0.1, 0.0], [-0.2, 0.2, 0.1], [0.1, -0.3, 0.0], [0.0, 0.2, -0.1], [-0.2, -0.1, -0.1], [0.2, -0.2, -0.1]],
  "mulliken_charge": [-0.53, -0.48, -0.32, 0.15, -0.37, -0.43, -0.74, 1.57, -0.19, -1.35, 1.41, -1.71, -0.64, -0.17, -1.36, -0.03, -0.33, 1.29, 0.42, 0.42, 0.43, 0.37, 0.38, 0.53, 0.87, 0.30, 0.49, 1.60, 1.20, -1.75, -0.51, -0.34, 0.36, 0.42, 0.40, 0.93, -1.47, 0.38, -0.83, 0.39, 0.41, 0.29, 0.99, -1.40, -0.73, 0.14, 0.34, 0.35, 0.39, -0.12, -1.61, 0.48, 0.13, 0.38, 0.31, 0.41, -0.58, -1.29, 0.48, 0.43, 0.38, 0.33, 0.38, -0.60, -1.23, 0.53, 0.44, 0.28, 0.42, 0.34, -1.23, -0.64, 0.69, -0.50, -1.50, -0.47, -1.45, 0.06, 0.39, 0.37, 0.27, 0.55, 0.50, 0.25, 0.29, 0.41, 0.35, 0.30, 0.47, 0.34, 0.42, 0.31]
}